DFT (wB97M-V/def2-TZVPD) results for 9 unconnected molecules or ions with the total composition C77H168F2N9O7S2 in a non-equilibrium geometry.

Geometry as XYZ:
```
265
Properties=species:S:1:pos:R:3:forces:R:3
S 2.445 5.838 -4.334 5.46 4.75 -9.96
S 1.762 5.837 -1.994 -0.90 0.24 3.02
F 2.584 4.764 -5.561 -0.51 -0.37 0.19
F 0.842 4.760 -1.134 0.55 0.24 -0.69
O 1.720 6.914 -5.036 0.59 -1.80 2.25
O 3.873 6.065 -4.122 -2.34 -0.15 1.25
O 0.932 7.036 -1.938 1.40 -2.17 -0.83
O 3.022 5.837 -1.243 -2.26 -0.53 -2.06
O 0.243 0.732 0.396 -1.22 -1.64 -0.33
O -1.783 -0.033 0.055 -1.03 0.46 0.63
O -0.134 -1.244 -0.507 0.61 -0.24 0.24
N 5.704 -5.045 -0.390 1.85 1.24 0.98
N 1.616 -1.484 7.323 -1.10 0.67 -0.67
N -2.191 4.604 -4.277 0.08 0.59 -0.71
N -2.839 -2.969 -3.898 1.12 0.81 0.92
N -0.560 -0.191 0.016 1.59 1.29 -0.72
N 1.681 4.911 -3.479 -2.27 -0.75 7.01
N -2.709 4.663 3.427 -1.73 -0.48 0.52
N 3.252 1.243 -2.707 0.35 0.49 0.56
N -3.335 -3.134 1.967 0.58 -1.48 -0.15
C 0.701 -0.621 4.978 0.77 0.07 0.28
C -3.742 4.536 -3.953 1.88 -0.47 0.35
C -0.816 -4.318 -2.909 -0.28 1.17 0.40
C -4.228 -3.544 3.188 -0.02 0.16 -0.77
C -4.512 -6.049 -5.839 0.04 -0.21 1.69
C -6.732 -4.418 3.768 0.25 0.78 -0.41
C -2.802 -4.414 1.331 -0.03 -1.06 -1.68
C -5.278 0.027 0.783 -1.22 0.05 -1.04
C -2.078 -3.523 -2.596 -2.01 -0.88 -1.82
C 0.262 -1.460 8.067 1.14 0.50 0.22
C 2.505 -4.664 -4.557 0.67 1.79 1.56
C 4.503 -5.059 0.592 1.23 0.64 -0.10
C -1.580 8.169 -6.079 -0.63 0.06 0.97
C -1.952 -1.752 -4.507 -2.33 -2.32 -0.64
C -5.881 -6.574 -5.460 -0.83 0.26 -0.08
C -4.514 -0.902 1.672 1.12 0.08 -0.56
C 7.391 -6.500 0.871 -2.34 -2.05 -0.86
C -2.135 6.736 -5.883 0.44 -0.57 -0.82
C 2.191 1.548 -3.797 1.03 0.17 -0.04
C -1.520 4.078 -3.005 -0.39 0.30 -0.72
C -3.596 4.960 4.696 0.64 -0.80 -0.22
C -1.625 6.082 -4.579 -1.02 -0.87 -1.05
C 4.880 2.708 1.972 -1.50 1.17 -0.77
C 3.105 2.309 -1.567 0.31 -0.73 1.11
C 6.903 -4.184 0.143 1.29 -0.52 0.86
C -0.563 2.235 -7.078 -0.33 -1.21 0.97
C -1.958 -2.541 2.431 -1.16 -0.12 1.26
C 2.590 -1.129 8.506 0.11 -1.21 -1.66
C -3.874 3.261 -3.012 -0.47 1.26 -0.75
C 7.791 -5.119 1.094 0.73 2.53 -0.27
C -1.959 3.672 -5.526 0.28 0.08 0.15
C 1.628 -0.341 6.220 -0.51 -1.26 -0.02
C -2.316 3.148 1.508 -1.62 -0.11 2.02
C -0.049 -4.599 -1.644 1.04 0.21 0.27
C 3.908 -4.454 -3.867 0.11 -1.27 -0.17
C -3.641 -0.889 -2.943 -1.19 0.26 -1.00
C 4.680 1.278 -3.309 0.37 0.21 0.23
C 6.632 2.771 -4.197 0.03 -0.40 -0.11
C 0.877 0.415 3.821 1.20 -0.40 1.19
C -1.241 5.181 3.523 -0.01 0.17 0.10
C 2.301 0.549 3.225 -0.45 -0.89 -0.71
C 2.090 4.933 3.589 -0.70 0.29 0.71
C -3.516 6.417 5.130 0.54 0.30 0.15
C 3.505 -4.348 5.494 0.45 0.32 0.41
C -4.130 -2.231 -3.478 1.02 -0.90 0.15
C -0.338 4.573 4.641 0.51 0.53 -0.02
C -4.037 -2.204 0.944 0.24 -0.10 1.31
C -3.450 5.250 2.248 1.07 0.91 -0.64
C 3.093 -2.891 5.774 0.28 -0.09 -1.82
C 0.416 -0.328 9.086 -0.05 1.49 -0.01
C 3.974 1.981 -0.314 -0.17 1.33 -0.28
C -5.646 -4.022 2.741 0.78 0.70 -0.18
C -3.979 -5.258 -4.553 0.41 1.08 -1.82
C 3.816 3.049 0.850 0.77 -1.11 -0.33
C 2.184 -0.801 -3.410 -0.82 0.11 -0.29
C 5.370 -4.421 -1.764 -1.27 -2.03 -0.50
C -6.500 -5.828 4.276 -0.33 0.15 0.14
C -0.499 3.405 -6.121 -1.65 1.07 0.66
C -2.468 3.016 -2.483 0.29 -1.21 -0.05
C -3.066 4.390 1.057 1.34 1.05 -1.94
C -3.082 -4.022 -4.977 0.40 -0.98 0.97
C -0.908 -3.662 2.479 0.84 -0.31 0.01
C 1.924 -0.149 9.415 -0.82 -1.19 0.16
C 2.482 -3.719 1.348 0.37 -0.02 -0.53
C 3.918 -3.646 0.853 0.03 -0.40 -0.14
C 1.860 -2.864 6.612 0.04 0.49 1.68
C -2.739 3.189 3.002 2.10 0.08 0.78
C 1.274 0.375 -3.797 -0.92 -0.97 0.80
C -2.316 -0.579 -3.677 0.20 0.79 1.67
C -4.517 6.886 6.215 0.17 -0.61 -0.41
C 6.431 -6.427 -0.388 -0.33 -0.69 -0.28
C -2.315 9.197 -5.188 0.30 0.30 -0.28
C 1.116 5.267 4.789 -0.63 -0.88 -2.25
C 4.073 -4.975 -2.417 -1.36 0.37 -0.63
C 5.132 2.647 -3.806 0.18 0.63 0.14
C -1.581 -4.988 2.089 -1.16 1.39 -1.00
C 2.996 -0.219 -2.257 -0.48 0.77 -0.52
H 4.837 -5.488 1.537 0.60 0.24 0.04
H 6.805 2.251 -5.139 0.13 0.20 -0.08
H 3.921 -0.734 -1.998 0.08 0.28 -0.23
H -4.635 6.202 7.055 0.25 -0.15 -0.05
H 3.679 0.999 0.054 -0.06 -0.07 0.14
H -1.575 -0.414 -2.895 0.20 0.16 -0.08
H 3.891 4.063 0.458 0.53 -0.02 -0.07
H -4.764 -2.213 -4.365 0.27 0.53 -0.20
H -1.776 -1.670 1.801 0.30 -0.30 -0.08
H 5.387 0.893 -2.575 -0.28 0.21 0.48
H 0.422 1.879 -7.379 -0.03 0.52 -0.47
H 3.683 -4.797 6.471 -0.16 -0.54 -0.18
H 1.325 0.623 6.630 0.09 -0.25 0.57
H -6.159 -7.351 -6.171 -0.44 0.13 0.19
H -3.273 4.240 5.448 0.49 0.36 0.32
H 3.542 -0.801 8.089 0.00 -0.35 0.08
H -4.196 7.843 6.627 -0.15 -0.01 -0.20
H 4.573 -5.011 -4.526 0.51 0.27 0.10
H -4.234 -2.643 3.801 -0.17 -0.30 0.26
H 7.824 -4.816 2.141 -0.61 0.09 -0.03
H -5.538 -5.741 4.782 0.05 -0.82 0.16
H 0.189 -2.402 8.610 -0.32 -0.17 -0.46
H 6.698 -3.203 0.571 -1.02 -0.36 0.36
H 0.845 -5.157 -1.924 -0.03 -0.30 0.08
H -1.263 2.379 -7.901 0.44 0.28 -0.22
H -3.207 6.689 -6.074 -0.28 0.25 0.64
H 2.694 -0.296 5.996 -0.22 0.18 -0.50
H 1.804 -4.322 0.743 0.14 0.05 -0.34
H -2.447 -1.687 -5.476 0.48 0.22 -0.28
H -0.504 3.749 -3.224 -0.19 -0.10 -0.13
H -4.836 -2.738 0.430 -0.30 -0.19 0.61
H -0.270 -3.588 -3.507 0.63 -0.72 -0.39
H -5.993 -0.515 0.163 -0.09 -0.04 -0.21
H -1.620 8.474 -7.125 -0.28 -0.27 0.00
H 1.683 5.279 2.639 -0.05 0.06 -0.03
H -0.965 1.372 -6.548 -0.24 -0.33 0.21
H 8.231 -7.173 0.701 -0.14 0.08 -0.43
H -4.447 -0.215 -3.231 0.19 0.46 -0.01
H 0.096 0.139 3.112 0.33 0.43 -0.46
H 4.721 0.516 -4.088 -0.41 0.09 -0.29
H -2.498 -4.146 0.319 0.48 0.54 0.05
H -1.881 6.711 -3.727 0.32 -0.33 0.22
H -4.498 -5.513 -6.788 -0.13 0.41 0.26
H -3.591 -0.787 -1.859 0.38 -0.42 -0.04
H 3.163 -4.568 -1.977 0.15 0.35 0.92
H -3.527 -3.488 -5.816 -0.19 -0.08 0.10
H 3.196 3.306 -1.996 0.72 -0.27 -0.11
H -0.151 4.235 -6.736 0.02 0.45 0.60
H 2.301 3.869 3.479 -0.16 -0.17 0.20
H -0.925 -2.095 -4.635 -0.14 0.27 0.24
H 6.213 -4.646 -2.417 0.11 0.01 0.18
H -2.407 0.343 -4.252 0.16 -0.18 -0.21
H -3.612 -4.335 3.616 -0.31 0.10 0.50
H 2.297 1.411 2.557 0.19 -0.05 0.07
H 2.787 -4.905 4.892 -0.34 0.00 0.38
H -2.257 2.034 -2.905 0.83 0.05 0.08
H -0.564 5.893 -4.746 0.09 0.33 0.63
H -4.597 4.581 4.489 -0.11 0.42 -0.58
H -0.153 -0.447 10.008 -0.09 -0.42 -0.23
H -5.466 -4.856 2.063 -0.30 -0.02 -0.20
H 3.053 5.428 3.719 -0.08 0.09 0.09
H -3.492 -5.216 1.070 -0.90 0.38 0.80
H -1.227 3.149 1.469 -0.17 0.17 -0.45
H 2.631 -2.083 9.031 0.62 -0.05 -0.24
H 5.878 3.025 1.669 0.02 -0.51 -0.09
H -4.743 -2.781 -2.764 0.50 -0.34 0.19
H -0.917 -5.308 -3.353 -0.63 0.48 -0.72
H -5.908 0.702 1.361 0.25 0.18 0.04
H -4.206 2.353 -3.516 -0.15 0.30 -0.38
H -1.938 9.181 -4.165 -0.02 0.01 0.05
H 2.857 -2.425 4.817 0.14 0.23 -0.19
H -3.913 4.186 0.403 -0.04 -0.10 0.22
H 2.105 2.350 -1.136 -0.56 -0.77 -0.68
H 4.025 -2.905 0.060 -0.28 -0.63 -0.81
H -0.988 -5.570 1.383 -0.01 0.00 0.09
H 1.735 2.518 -3.597 0.19 -0.07 -0.03
H -3.655 -0.269 1.892 0.52 -0.58 0.58
H 3.822 -6.036 -2.428 1.00 -0.36 0.30
H 7.005 -6.590 -1.300 0.20 0.92 -0.13
H 0.964 -3.199 6.089 -0.10 0.64 -0.20
H 2.179 -2.674 1.286 -0.72 -0.14 0.76
H -2.417 2.729 -5.226 0.29 -0.27 0.21
H -7.254 -6.257 4.935 0.04 0.59 0.37
H 6.884 -6.947 1.726 -0.29 0.10 -0.04
H 2.056 -5.648 -4.424 0.59 -0.23 -0.65
H -4.624 0.596 0.122 0.00 0.03 0.00
H 7.004 3.793 -4.256 -0.79 0.25 -0.52
H -1.248 6.261 3.668 -0.49 -0.02 -0.01
H -1.910 -5.662 2.880 0.27 0.33 0.28
H -0.613 -5.207 -0.936 -0.04 0.07 0.05
H -4.604 3.418 -2.218 0.00 0.37 -0.11
H -0.798 4.741 5.614 -0.35 -0.08 -0.03
H 3.142 0.616 3.916 -0.39 0.45 0.48
H -6.072 -3.181 2.193 0.05 -0.09 -0.29
H -3.538 -5.998 -3.885 0.45 0.32 0.02
H -2.400 2.848 -1.408 -0.02 0.38 0.05
H 1.771 -4.008 -4.091 -0.08 0.26 0.29
H -0.363 -0.661 5.209 -0.07 0.52 0.64
H -3.402 9.115 -5.153 -0.07 -0.52 -0.12
H -2.175 10.208 -5.571 0.35 0.01 0.08
H -6.755 -3.642 4.533 0.29 -0.26 0.57
H 2.587 -0.314 2.622 -0.25 -0.19 -0.29
H 0.704 0.199 -4.709 0.43 0.22 -0.34
H 2.505 -4.198 2.327 -0.36 0.51 0.31
H 7.389 2.405 -3.503 -0.51 -0.72 0.51
H 5.035 1.933 -0.560 0.08 0.05 -0.08
H 5.237 -3.340 -1.729 0.33 -0.09 0.62
H -2.370 4.993 0.475 -0.10 -0.02 -0.47
H -2.103 -2.230 3.466 -0.28 0.47 -0.15
H -7.674 -4.189 3.271 -0.17 -0.76 -0.18
H 0.499 0.451 -3.034 0.03 0.32 0.35
H -6.635 -5.791 -5.382 -0.15 0.15 -0.67
H -3.295 -2.085 0.155 0.23 0.78 0.28
H -5.942 -6.963 -4.443 0.58 -0.53 -0.02
H 0.933 6.341 4.763 0.15 0.05 0.33
H -3.734 2.809 3.234 0.18 -0.09 -0.05
H -3.054 6.264 2.196 -0.41 0.07 -0.44
H 2.609 -4.232 -5.553 -0.20 -0.89 -0.30
H 3.929 -2.315 6.169 -0.06 -0.18 0.40
H 4.769 1.659 2.245 0.46 -0.03 -0.08
H -2.078 -4.319 -5.278 -0.07 -0.19 -0.16
H -4.813 -4.806 -4.017 -0.38 -0.25 -0.12
H 4.641 3.309 2.850 0.03 -0.06 0.14
H 2.754 1.580 -4.730 -0.14 0.26 -0.03
H -4.540 5.284 2.251 0.11 -0.08 1.29
H 0.833 -1.645 4.628 0.58 0.06 -0.38
H 3.831 -5.855 0.271 -0.41 0.59 -0.68
H -0.866 5.045 2.508 0.28 -0.23 0.15
H 1.603 4.988 5.723 -0.40 0.00 0.05
H -1.395 4.918 -2.321 -0.27 0.09 -0.08
H -3.962 5.442 -3.388 -0.02 -0.02 -0.11
H -2.861 -4.181 -2.220 0.08 0.07 0.56
H -0.520 8.158 -5.826 0.08 0.05 0.05
H 0.347 -3.696 -1.179 -0.40 0.17 0.27
H -4.207 4.583 -4.937 -0.41 -0.31 0.41
H -0.513 -1.249 7.331 -0.08 -0.52 0.26
H 2.364 -0.179 -1.370 -0.10 0.04 0.00
H 1.583 -1.645 -3.071 0.08 -0.11 0.10
H -3.971 -6.977 -6.028 0.81 0.36 0.20
H 4.257 -3.424 -3.787 -0.39 0.32 -0.79
H -5.499 6.969 5.749 -0.03 0.26 0.13
H -1.911 -2.659 -1.952 0.18 -0.04 0.00
H -2.702 2.215 1.098 0.26 0.06 -0.25
H -3.598 7.113 4.295 -0.46 -0.23 -0.36
H -5.088 -1.021 2.591 0.15 -0.72 -0.10
H -1.748 6.156 -6.721 0.28 -0.22 -0.04
H -1.908 2.742 3.546 -0.72 -0.58 0.58
H 7.512 -3.868 -0.704 -0.16 -0.67 -0.40
H 0.064 0.622 8.684 -0.21 -0.08 -0.23
H -2.478 6.597 5.407 0.02 -0.06 0.66
H 1.979 -3.657 7.350 -0.06 0.48 0.77
H 2.340 0.857 9.354 -0.35 -0.13 0.20
H 2.805 3.045 1.259 -0.14 -0.42 0.05
H -0.077 -3.378 1.833 -0.22 -0.29 -0.42
H 4.913 3.421 -3.071 0.08 -0.13 0.24
H -6.498 -6.566 3.474 0.50 0.20 -0.28
H -0.266 3.496 4.490 0.31 -0.06 0.08
H 4.498 2.929 -4.647 0.20 0.10 -0.27
H 5.665 -7.189 -0.533 -0.15 -0.07 0.75
H 0.141 3.275 -5.248 0.44 -0.17 -0.34
H -0.412 -3.816 3.437 -0.36 0.55 0.38
H 4.422 -3.063 1.623 0.62 -0.70 0.40
H 2.678 -1.098 -4.335 0.76 -0.13 0.36
H -2.642 4.016 -6.303 0.21 0.44 0.02
H 8.848 -5.074 0.831 -0.07 0.68 -0.44
H 2.046 -0.642 10.379 0.39 0.99 0.38
H 0.729 1.429 4.192 -0.79 -0.04 0.25
H 4.444 -4.447 4.949 0.09 0.40 0.04
```
Forces are in eV/Å.

Computed properties:
Largest force on an atom = 12.3 eV/A
M = 1434.38 g mol⁻¹
Charge = +5
HOMO-LUMO gap = 0.3099 Eh
Calculated total energy = -5048.23629 a.u.

Mulliken atomic charge list, values in e, 6 entries: number 1, S, carries 0.77; number 2, S, carries 0.93; number 3, F, carries -0.36; number 4, F, carries -0.08; number 5, O, carries -0.60; number 6, O, carries -0.62